[1]
A cluster of 2 separate species, C2H4NO2 in total. Source: the OMol25 dataset; level of theory: wB97M-V/def2-TZVPD.

Structure (ORCA input):
```
! RIJCOSX wB97M-V def2-TZVPD def2/J DEFGRID3
* xyz -1 1
C 0.13641 -1.31723 -1.34597
C -0.20592 1.24933 0.71708
N -0.50284 1.04478 1.92888
O -0.63357 -0.62938 -2.01915
O 0.06064 -1.61516 -0.15612
H 1.17648 -1.57777 -1.84578
H 0.57257 0.59379 0.14463
H -0.75455 1.92254 0.16138
H 0.15080 0.32910 2.41506
*
```

gap between HOMO and LUMO	8.63	eV
molecular weight	74.1	g mol⁻¹
F_max	4.33	eV Å⁻¹
HOMO energy	-4.04	eV

=====

[2]
A cluster of 2 separate species, C2H4NO2 in total. Source: the OMol25 dataset; level of theory: wB97M-V/def2-TZVPD.

Structure (ORCA input):
```
! RIJCOSX wB97M-V def2-TZVPD def2/J DEFGRID3
* xyz 1 1
C -0.85902 1.21982 0.04861
C -0.37456 -0.94824 0.32571
N 1.57175 -0.11432 -0.26195
O 0.18617 1.59095 -0.24370
O 0.56752 -0.86864 -0.55432
H -1.83506 1.50926 0.38974
H -1.26687 -1.45329 -0.03811
H -0.22365 -0.79670 1.38204
H 2.23371 -0.13885 -1.04801
*
```

gap between HOMO and LUMO (alpha / beta)	8.67 / 8.67	eV
molecular weight	74.1	g mol⁻¹
F_max	2.92	eV Å⁻¹
HOMO energy (alpha / beta)	-15.19 / -15.20	eV

=====

[3]
A structure of composition C2H4NO2P. Source: the OMol25 dataset; level of theory: wB97M-V/def2-TZVPD.

Structure (ORCA input):
```
! RIJCOSX wB97M-V def2-TZVPD def2/J DEFGRID3
* xyz 0 3
C 0.81951 0.58290 -0.36396
C 0.56749 -0.71502 0.27242
N -1.47589 1.04419 0.10629
O -0.10828 1.55316 0.14467
O -2.38170 -1.18370 0.25623
P -1.20933 -0.40854 0.41619
H 1.71279 1.16731 -0.18048
H 0.63854 0.59116 -1.40799
H 0.62833 -1.54278 -0.47635
H 0.80856 -1.08869 1.23298
*
```

gap between HOMO and LUMO (alpha / beta)	7.14 / 8.51	eV
molecular weight	105.0	g mol⁻¹
F_max	10.41	eV Å⁻¹
HOMO energy (alpha / beta)	-6.49 / -11.21	eV

=====

[4]
A cluster of 2 separate species, C2H4NO2S in total. Source: the OMol25 dataset; level of theory: wB97M-V/def2-TZVPD.

Structure (ORCA input):
```
! RIJCOSX wB97M-V def2-TZVPD def2/J DEFGRID3
* xyz 1 1
C -1.70931 2.45885 -0.76796
C 0.90245 -0.85430 0.39947
N -0.85284 1.78435 -0.45407
O 2.21796 1.12678 -0.91072
O 1.57183 1.62323 1.42933
S 1.56702 0.79626 0.31157
H -2.51092 3.06906 -1.07721
H 1.06054 -1.33598 -0.53801
H 1.26302 -1.65126 1.23289
H -0.15993 -0.71595 0.67843
*
```

gap between HOMO and LUMO	10.85	eV
molecular weight	106.1	g mol⁻¹
F_max	3.23	eV Å⁻¹
HOMO energy	-17.56	eV

=====

[5]
A cluster of 2 separate species, C2H4NO3 in total. Source: the OMol25 dataset; level of theory: wB97M-V/def2-TZVPD.

Structure (ORCA input):
```
! RIJCOSX wB97M-V def2-TZVPD def2/J DEFGRID3
* xyz -1 1
C 1.50586 0.37016 0.24059
C -1.12117 0.52159 -0.17238
N -0.42543 -0.32711 0.75942
O 1.92502 -0.34020 -0.63164
O 1.76540 1.29159 0.95386
O -0.43528 -1.71393 0.14071
H -2.05025 0.13822 -0.33876
H -1.06613 1.36459 0.44194
H -0.54196 0.53335 -1.17510
H 0.44394 -1.83826 -0.21865
*
```

gap between HOMO and LUMO	7.33	eV
molecular weight	90.1	g mol⁻¹
F_max	4.10	eV Å⁻¹
HOMO energy	-3.03	eV

=====

[6]
The ion C2H4NO3S2 with charge -1. Source: the OMol25 dataset; level of theory: wB97M-V/def2-TZVPD.

Structure (ORCA input):
```
! RIJCOSX wB97M-V def2-TZVPD def2/J DEFGRID3
* xyz -1 1
C -0.73768 -0.21258 -0.76030
C 0.27031 -0.79352 -0.01552
N -1.68684 0.35675 0.01140
O 0.53130 0.35306 2.44801
O -0.92793 -0.21662 -1.95476
O 0.87182 1.85875 0.58850
S 1.73326 -1.60371 -1.38456
S 1.27216 0.59735 1.15775
H -0.05801 -1.48775 0.66647
H -1.56986 0.84141 0.93099
H -2.40066 1.01962 -0.46988
H 2.70214 -0.71276 -1.21810
*
```

gap between HOMO and LUMO	7.57	eV
molecular weight	154.2	g mol⁻¹
F_max	6.09	eV Å⁻¹
HOMO energy	-4.26	eV